1.
C46H49BrIrN5OS as an isolated structure in a non-equilibrium geometry. Source: OMol25; level of theory: ωB97M-V/def2-TZVPD.

Its largest force on an atom is 0.048 Eh/bohr. The HOMO energy is -6.58 eV. The energy above the lowest of the compared OMol25 structures with the same formula, charge and spin is 64.67 kcal/mol. For the HOMO-LUMO gap, the calculation gives 5.04 eV. Its calculated total energy is -141712.3162 eV.

```
104
Properties=species:S:1:pos:R:3:forces:R:3:mulliken_charge:R:1
Ir 1.89956 -0.01520 0.77738 0.4 -0.2 -2.1 1.422
O 4.62018 -0.10132 5.44046 0.1 0.0 -0.1 -0.549
C 3.43928 -0.05352 4.78228 0.1 -0.1 0.0 0.566
C 2.21910 0.01729 5.43729 -0.2 0.0 0.2 -0.984
C 1.07598 0.06189 4.66193 0.2 0.3 -0.3 -1.151
N 1.10225 0.05322 3.32616 0.1 0.2 0.9 0.616
C 2.27874 -0.02499 2.71740 -1.2 0.2 -0.2 0.191
Br 4.18399 0.13426 0.16446 0.2 0.1 0.2 -0.541
C 3.48170 -0.08351 3.39798 0.4 -0.1 -0.3 -0.741
H 4.46899 -0.07816 6.38822 0.0 0.0 0.2 0.295
H 2.16562 0.03622 6.52157 0.0 0.0 -0.1 0.321
H 0.09527 0.10469 5.12444 0.1 0.1 0.0 0.778
H 4.43257 -0.15332 2.88651 -0.1 0.0 0.1 0.529
C 0.13302 -3.44165 -2.70159 -0.1 -0.1 0.0 -1.177
C 1.31062 -3.51740 -1.72137 0.0 0.4 0.0 0.581
C 2.25449 -2.32304 -1.87093 -0.1 -0.1 0.1 -1.279
C 0.78966 -3.77853 -0.31769 0.0 0.2 0.0 0.860
C 0.73255 -5.12446 0.04240 -0.1 0.0 0.0 -1.014
C 0.15254 -5.54888 1.22196 0.0 0.0 0.0 -1.507
C -0.35528 -4.60834 2.09741 0.0 -0.1 0.0 -0.619
C -0.28446 -3.24786 1.82285 0.0 0.3 0.0 0.366
C -0.80276 -2.29858 2.89726 -0.2 -0.2 0.0 2.345
C -0.07936 -2.55996 4.22243 0.0 -0.2 0.0 -1.808
C -2.32215 -2.41977 3.09790 0.1 -0.1 0.0 -1.746
C 0.27031 -2.83064 0.59104 0.3 -0.2 0.0 -1.018
N 0.31868 -1.39897 0.31221 1.2 -0.2 1.9 0.317
C -0.71600 -0.76716 -0.03741 -1.0 0.4 -1.0 0.577
C -0.69324 0.73869 -0.02541 -1.3 -0.5 -0.9 -0.198
N 0.33598 1.34510 0.37012 1.4 0.2 2.0 0.494
C 0.27952 2.77996 0.60717 0.1 0.3 0.3 -0.607
C -0.51425 3.27845 1.67808 0.0 -0.4 -0.2 1.178
C -0.66357 4.65279 1.79140 -0.1 0.1 0.0 -0.843
C -0.01959 5.52653 0.93594 0.1 0.1 -0.1 -1.748
C 0.81218 5.02663 -0.04511 0.1 0.1 0.0 -0.397
C 0.98660 3.65800 -0.23265 -0.1 -0.3 0.0 0.462
C 1.93295 3.21688 -1.33050 0.1 0.1 0.2 1.397
C 3.38019 3.52233 -0.91943 0.0 0.0 0.1 -1.540
C 1.59766 3.89532 -2.66036 0.0 0.1 0.0 -1.654
C -1.18775 2.43167 2.75981 -0.1 0.2 -0.1 2.076
C -0.69803 2.90081 4.13740 0.1 -0.1 0.0 -1.639
C -2.72468 2.50564 2.72191 0.1 0.1 0.0 -1.628
C -1.98357 1.20547 -0.52234 -0.3 -0.4 0.0 0.935
C -2.51693 2.42787 -0.83040 0.0 0.0 0.0 0.347
C -3.83488 2.46951 -1.34155 0.0 0.0 0.0 -1.201
C -4.57882 1.33356 -1.55011 0.0 0.0 0.0 -0.861
C -4.03511 0.05192 -1.27461 0.0 0.0 0.0 1.039
C -4.65224 -1.20834 -1.49324 0.0 0.0 0.0 -1.066
C -3.97563 -2.37294 -1.22888 -0.1 0.1 0.0 -1.172
C -2.65245 -2.38325 -0.72681 0.0 -0.1 0.1 0.631
C -2.04316 -1.18224 -0.48921 -0.2 0.4 0.0 0.628
C -2.74278 0.02638 -0.76348 0.2 0.0 0.1 -0.542
H 0.49172 -3.45630 -3.73096 0.0 0.0 0.0 0.476
H -0.43425 -2.51768 -2.58011 0.0 0.1 0.0 -0.009
H -0.54677 -4.29445 -2.56270 0.1 0.1 0.0 0.343
H 1.87340 -4.41200 -1.98509 0.1 -0.1 0.0 0.610
H 1.70379 -1.37754 -1.86822 0.0 0.0 0.0 -0.282
H 2.76631 -2.37531 -2.83504 0.0 0.0 0.0 0.480
H 3.01424 -2.30687 -1.08551 -0.1 -0.1 -0.1 0.312
H 1.13137 -5.85820 -0.64949 0.0 0.1 0.0 0.413
H 0.09786 -6.60717 1.45984 0.0 0.1 0.0 0.391
H -0.81567 -4.93812 3.02311 0.1 0.1 -0.1 0.385
H -0.58173 -1.27949 2.60383 0.0 0.1 0.0 -1.212
H -0.22212 -3.59069 4.55660 0.0 0.1 0.0 0.389
H -0.46468 -1.90136 5.00601 0.0 -0.2 -0.1 0.457
H 0.99492 -2.38076 4.12147 -0.2 -0.2 0.0 0.406
H -2.58847 -3.39697 3.51685 0.0 0.1 0.0 0.366
H -2.86121 -2.30087 2.15915 0.0 0.0 -0.1 0.287
H -2.67476 -1.64802 3.79015 0.1 -0.1 0.0 0.441
H -1.30139 5.05058 2.57377 0.1 0.0 -0.1 0.372
H -0.14432 6.59720 1.05358 0.0 -0.1 0.0 0.383
H 1.34373 5.71160 -0.69638 0.0 -0.1 0.0 0.361
H 1.83409 2.14843 -1.47884 -0.1 -0.3 -0.1 -0.622
H 3.53021 4.60190 -0.79696 0.0 -0.1 -0.1 0.345
H 4.06706 3.15997 -1.68861 0.0 0.0 0.1 0.410
H 3.64255 3.03612 0.02538 0.0 0.1 -0.1 0.287
H 1.93398 4.94095 -2.66260 -0.1 -0.2 0.0 0.419
H 0.52288 3.87401 -2.85799 0.1 -0.1 0.0 0.295
H 2.09693 3.36448 -3.46971 0.0 0.0 0.0 0.356
H -0.88458 1.39716 2.63404 0.1 -0.2 0.0 -1.158
H -0.90326 3.96414 4.28510 0.0 -0.1 0.0 0.351
H 0.37779 2.74623 4.24609 -0.1 0.0 0.0 0.370
H -1.21096 2.35226 4.93413 0.1 0.0 -0.1 0.432
H -3.07020 3.53368 2.88687 0.0 -0.1 0.0 0.345
H -3.14934 1.87702 3.51152 0.1 0.1 -0.1 0.460
H -3.12719 2.16567 1.77024 0.0 0.0 0.0 0.230
H -1.96172 3.34842 -0.69630 0.0 -0.1 0.0 0.527
H -4.26337 3.43533 -1.57908 0.0 0.0 0.0 0.450
H -5.58681 1.40992 -1.94556 0.1 0.0 0.0 0.430
H -5.66370 -1.24467 -1.88518 0.1 0.0 0.0 0.432
H -4.45952 -3.32064 -1.41912 0.0 0.0 0.0 0.475
H -2.15470 -3.32976 -0.54785 0.0 0.1 0.0 0.563
C -0.21942 -1.84787 -7.36166 0.1 0.1 0.1 -1.251
C 0.52428 -0.92392 -6.42782 -0.2 0.0 0.3 0.957
C 1.73173 -0.34029 -6.79379 0.0 0.0 -0.1 -0.728
C 2.34948 0.43574 -5.83052 0.0 0.1 0.2 -0.292
N 1.83897 0.65564 -4.62140 -0.3 0.0 0.0 -0.348
C 0.63187 0.09884 -4.34653 0.2 -0.5 -0.5 -0.053
S -0.11641 0.43056 -2.81127 0.0 0.1 -0.4 -0.035
N -0.02175 -0.71358 -5.22972 0.3 0.3 0.2 -0.443
H 0.02170 -1.64418 -8.40759 0.0 0.0 0.1 0.380
H -1.29094 -1.74574 -7.20026 0.0 0.0 0.0 0.316
H 0.05385 -2.88524 -7.14508 0.0 0.1 0.0 0.246
H 2.16212 -0.48970 -7.77802 0.0 0.0 0.1 0.350
H 3.30895 0.91250 -6.03312 -0.1 -0.1 0.0 0.418
```
Positions in Å, forces in eV/Å.



2.
A 4-piece molecular cluster, C25H62N5O6S overall in a non-equilibrium geometry. Source: OMol25; level of theory: ωB97M-V/def2-TZVPD.

Its largest force on an atom is 0.062 Eh/bohr. The HOMO energy is -9.89 eV. Its charge is +1. The energy above the lowest of the compared OMol25 structures with the same formula, charge and spin is 194.56 kcal/mol. For the HOMO-LUMO gap, the calculation gives 5.07 eV. Its calculated total energy is -57481.6063 eV.

```
99
Properties=species:S:1:pos:R:3:forces:R:3:mulliken_charge:R:1
C 3.68534 2.16551 -3.60026 0.3 1.4 -1.4 -0.460
C 4.07647 3.17446 -4.64795 -0.6 -1.7 1.0 -0.235
C 3.06894 3.30964 -5.96100 1.7 0.0 2.0 -0.423
S 1.82951 4.71633 -5.61348 -1.2 0.8 0.9 0.323
N 2.41125 5.38488 -4.07553 -1.7 -0.8 -0.6 -0.562
N 0.19686 4.08654 -5.45185 1.1 0.0 0.8 -0.335
C -0.70763 5.11618 -4.81041 -0.7 1.8 1.0 -0.350
C -2.18142 4.56227 -4.35479 -0.8 -0.1 -0.9 -0.740
C -2.85933 3.46919 -5.37469 -1.4 -0.2 0.2 -0.387
C -4.21410 2.89384 -4.57928 1.2 1.1 0.4 -0.653
H 4.10903 1.07031 -3.60835 0.4 2.8 1.2 0.298
H 2.88417 2.48701 -2.80112 0.2 -1.5 -2.5 0.125
H 5.05523 3.82912 -4.49613 -1.5 -2.3 -1.5 0.324
H 3.77303 3.64712 -6.86117 -1.9 -0.6 1.9 0.354
H 2.53305 2.28565 -6.15239 0.9 2.3 0.3 0.396
H 1.96944 6.33107 -3.99762 0.6 -0.9 -0.3 0.363
H 1.98885 4.82899 -3.29100 0.8 0.4 -0.8 0.281
H 0.17162 3.16170 -4.96774 0.1 1.0 -0.3 0.349
H -0.20999 5.57844 -3.82907 -1.0 -1.0 -2.0 0.276
H -0.82460 6.02871 -5.56242 0.2 -2.1 1.4 0.310
H -2.91455 5.50290 -4.33411 1.8 -2.0 0.0 0.308
H -2.20963 4.09558 -3.28153 0.5 0.9 -2.0 0.290
H -3.27965 3.96828 -6.37021 1.3 -1.0 2.1 0.254
H -2.16576 2.55932 -5.64185 -1.2 1.9 0.5 0.284
H -3.83758 2.58034 -3.49097 -1.1 0.5 -2.4 -0.003
H -4.90582 3.85105 -4.44638 1.2 -2.3 -0.3 0.267
H -4.74172 2.01877 -5.14985 1.0 1.8 1.2 0.368
C -4.24673 0.62482 -1.59367 0.0 0.2 0.4 -0.773
O -4.86015 1.73994 -0.95806 0.0 -0.3 -0.6 -0.354
C -6.17645 2.02272 -1.44681 -0.4 0.4 0.6 -0.721
C -7.24075 1.65000 -0.40179 0.4 -0.3 -0.3 -0.181
N -7.35376 0.19905 -0.24618 0.1 0.2 0.2 -0.330
C -8.11365 -0.22213 0.93797 0.4 -0.1 0.1 -0.687
C -7.59598 0.22565 2.32407 -0.3 -0.4 -0.1 -0.464
O -6.36931 -0.38591 2.71799 -0.1 0.5 -0.2 -0.424
C -5.20412 0.21135 2.16094 -0.1 -0.3 0.3 -0.483
H -3.18969 0.61401 -1.31384 -0.1 0.1 0.0 0.197
H -4.69255 -0.31350 -1.25320 0.0 -0.1 -0.2 0.335
H -4.31754 0.69751 -2.68287 -0.1 -0.1 0.1 0.344
H -6.37288 1.54477 -2.41331 0.1 -0.2 0.2 0.351
H -6.21855 3.10719 -1.60602 0.0 -0.1 0.0 0.358
H -8.21102 2.05711 -0.71006 0.1 -0.1 0.0 0.412
H -6.95535 2.13370 0.53966 0.0 0.2 -0.1 0.157
H -6.42262 -0.20432 -0.18112 -0.3 0.1 0.0 0.077
H -8.12355 -1.31864 0.92503 0.0 0.2 0.1 0.368
H -9.15336 0.10227 0.82117 0.1 0.1 0.1 0.392
H -8.33884 -0.10217 3.06023 0.1 0.0 -0.1 0.351
H -7.54270 1.31509 2.42492 0.2 0.0 -0.1 0.337
H -5.30817 1.29415 2.04171 0.0 -0.1 -0.1 0.262
H -4.96509 -0.26226 1.20935 0.1 0.2 -0.2 0.129
H -4.36700 0.02065 2.83550 -0.1 0.0 0.1 0.320
C 4.01357 -1.25833 3.00651 0.0 -0.2 -0.4 -0.436
O 3.12024 -0.57032 2.13911 0.0 0.3 0.5 -0.373
C 2.66752 0.68331 2.66346 -0.1 0.2 -0.7 -0.863
C 3.30291 1.85761 1.90122 0.2 -0.4 0.4 -0.043
N 4.73081 1.97954 2.19872 -0.1 0.0 -0.4 -0.301
C 5.46248 2.86698 1.28542 0.0 -0.4 0.0 -0.819
C 5.46131 2.51303 -0.21940 0.6 0.2 0.3 0.024
O 6.19714 1.33582 -0.54593 -0.6 0.3 -0.1 -0.439
C 5.49514 0.11811 -0.32442 0.4 0.0 -0.1 -0.531
H 4.13726 -2.27666 2.62776 -0.1 0.2 0.1 0.152
H 4.99748 -0.78185 3.01263 0.1 0.0 0.2 0.231
H 3.61890 -1.31161 4.02535 0.1 0.1 0.0 0.236
H 2.83123 0.76573 3.74399 0.2 -0.1 -0.1 0.395
H 1.58391 0.71304 2.49575 0.1 0.0 0.0 0.411
H 2.79500 2.78871 2.17920 0.1 0.0 0.0 0.415
H 3.12882 1.68397 0.83291 -0.2 0.0 0.0 -0.001
H 5.16183 1.05963 2.15454 -0.2 0.2 0.1 0.066
H 6.50499 2.86925 1.62569 -0.1 0.1 -0.2 0.359
H 5.08835 3.88841 1.41419 -0.1 0.0 -0.1 0.404
H 5.97140 3.33306 -0.73766 0.0 -0.1 0.0 0.377
H 4.45289 2.47764 -0.64569 -0.1 -0.2 0.1 -0.041
H 4.42322 0.21392 -0.52270 0.0 0.0 0.2 0.221
H 5.67163 -0.23036 0.69263 -0.3 -0.1 0.0 0.211
H 5.90139 -0.63778 -0.99950 0.1 0.1 0.0 0.329
C -0.92762 -5.15831 3.60945 0.2 0.0 0.4 -0.682
O -0.22142 -6.00891 4.50475 -0.3 -0.1 -0.6 -0.327
C 0.04499 -7.30916 3.96636 0.6 -0.2 0.4 -0.802
C 1.53868 -7.47177 3.64055 -0.5 0.3 -0.2 -0.153
N 1.92789 -6.65579 2.48950 0.2 0.1 0.2 -0.325
C 3.37932 -6.51769 2.31256 -0.2 0.3 0.1 -0.766
C 4.18920 -5.88138 3.46537 0.2 -0.1 -0.5 -0.481
O 3.93755 -4.49144 3.66189 -0.1 -0.4 0.2 -0.376
C 2.76374 -4.20243 4.41245 0.3 0.2 -0.1 -0.585
H -1.26475 -4.28158 4.16929 0.1 -0.2 0.0 0.225
H -0.27544 -4.81046 2.80397 -0.1 0.0 -0.2 0.275
H -1.80372 -5.66065 3.18902 0.1 0.0 0.0 0.336
H -0.58587 -7.53784 3.09985 0.1 0.2 0.0 0.390
H -0.21316 -8.02680 4.75475 0.0 0.1 -0.1 0.390
H 1.75100 -8.52562 3.42487 0.0 0.1 0.0 0.401
H 2.09990 -7.19140 4.53954 -0.1 -0.1 0.1 0.137
H 1.53425 -5.72377 2.59127 0.1 -0.3 0.0 0.079
H 3.52428 -5.89539 1.42131 0.1 -0.1 0.1 0.364
H 3.79946 -7.50207 2.07943 0.0 0.0 0.1 0.414
H 5.24666 -5.95320 3.18633 -0.1 0.1 0.0 0.343
H 4.09478 -6.43518 4.40573 -0.2 0.1 0.0 0.350
H 2.57246 -4.94895 5.18938 0.0 0.0 -0.2 0.334
H 1.90944 -4.11271 3.74230 -0.2 -0.1 0.1 0.207
H 2.89781 -3.23264 4.89587 0.1 -0.1 0.0 0.277
```
Positions in Å, forces in eV/Å.



3.
One molecule with the formula CH2F3NO in a non-equilibrium geometry. Source: OMol25; level of theory: ωB97M-V/def2-TZVPD.

As for the SMILES: NC(F)(F)OF. Its largest force on an atom is 0.062 Eh/bohr. The HOMO energy is -11.91 eV. The energy above the lowest of the compared OMol25 structures with the same formula, charge and spin is 48.45 kcal/mol. For the HOMO-LUMO gap, the calculation gives 11.65 eV. Its calculated total energy is -12755.7844 eV.

```
8
Properties=species:S:1:pos:R:3:forces:R:3:mulliken_charge:R:1
C -0.17562 0.24405 0.06397 -1.4 2.1 1.0 0.844
N 1.05230 -0.32034 -0.00729 2.0 -0.4 0.6 -0.493
O -0.94756 -0.86987 -0.05518 -1.6 -2.8 0.0 -0.143
F -0.42446 1.10074 -0.97386 -0.2 0.1 1.0 -0.270
F -0.35104 0.87989 1.30067 -0.2 -0.4 -1.8 -0.265
F -2.42319 -0.85473 -0.13127 1.7 1.3 0.2 -0.163
H 1.50831 -0.12694 -0.84716 0.2 0.0 -2.1 0.235
H 1.76127 -0.05279 0.65013 -0.5 0.1 1.2 0.255
```
Positions in Å, forces in eV/Å.



4.
An isolated ion of composition C2H7N4 and charge +1 in a non-equilibrium geometry. Source: OMol25; level of theory: ωB97M-V/def2-TZVPD.

Its largest force on an atom is 0.094 Eh/bohr. The HOMO energy (spin up / spin down) is -14.11 / -14.11 eV. Its charge is +1. The energy above the lowest of the compared OMol25 structures with the same formula, charge and spin is 159.84 kcal/mol. For the HOMO-LUMO gap (spin up / spin down), the calculation gives 9.55 / 9.55 eV. Its calculated total energy is -8135.3153 eV.

```
13
Properties=species:S:1:pos:R:3:forces:R:3:mulliken_charge:R:1
C -0.47871 -1.28734 0.38932 0.4 0.4 0.0 -0.416
C -1.66942 1.23336 0.04443 -0.8 -1.1 4.6 -0.246
N -1.89477 -1.04292 -0.25621 -1.2 -2.6 -0.2 -0.258
N -2.16949 0.06986 -0.25857 -0.3 3.6 -1.2 0.281
N 0.21946 -0.17154 0.67274 0.2 0.9 0.2 -0.600
N 1.22564 0.10129 -0.29562 1.3 -1.5 -2.6 -0.237
H -0.80506 -1.63045 1.31598 -0.9 -1.2 1.6 0.392
H -0.21047 -2.09729 -0.24179 1.3 -0.6 -0.6 0.366
H -1.55794 2.11570 -0.47665 0.3 1.2 -2.3 0.328
H -1.93755 1.53435 1.11223 0.4 -0.7 -1.2 0.251
H 2.02691 0.61426 0.20491 -1.6 -0.1 -1.6 0.364
H 0.82672 0.36662 -1.27041 1.1 1.2 2.0 0.377
H 1.67258 -0.78577 -0.67998 -0.1 0.6 1.2 0.397
```
Positions in Å, forces in eV/Å.